No. 1
A molecular structure, C16H20AuN3O at a distorted geometry, computed with ωB97M-V/def2-TZVPD.

```
! wB97M-V def2-TZVPD RIJCOSX def2/J DEFGRID3
* xyz 0 1
Au 0.2973 1.6008 -0.6142
O 1.8026 1.8555 -1.3180
N -1.4569 1.3787 0.3483
N 0.1087 -0.0046 -1.8721
N 1.0566 0.3857 0.6736
C -1.3798 2.9897 0.9620
C -2.0684 0.5394 2.6432
C -2.6596 1.3570 -0.2077
C 0.7934 0.6594 -3.1956
C 2.6630 -1.5345 0.5612
C 0.3895 -0.7879 2.7802
C 2.0150 -1.8275 -2.1516
C 3.2735 -2.5267 -0.2060
C -0.9159 -0.7123 -2.1513
C -1.7977 -0.3238 3.7012
C 2.9461 -2.6755 -1.5542
C 1.3958 -0.8146 -1.3979
C 0.1370 0.0925 1.7154
C 1.7256 -0.6820 -0.0299
C -1.1117 0.7495 1.6373
C -0.5735 -0.9871 3.7662
H -2.7374 0.3098 -0.5240
H 3.4193 -3.4536 -2.1401
H -2.7544 2.0156 -1.0899
H -2.5397 -0.4832 4.4721
H 1.7747 -1.9714 -3.1957
H 0.9199 -0.0955 -3.9980
H -1.7006 -0.0343 -2.5357
H 4.0027 -3.1856 0.2466
H -3.5306 1.5345 0.4515
H -2.2209 3.1793 1.6624
H -0.4353 3.2513 1.4834
H 0.0349 1.3923 -3.5311
H 1.3162 -1.3224 2.8778
H -0.7804 -1.5282 -2.8941
H -1.2356 -1.1801 -1.2005
H -3.0275 1.0396 2.6169
H 1.7467 1.2070 -3.0802
H -0.3703 -1.6596 4.5901
H -1.4759 3.6859 0.1046
H 2.9534 -1.4330 1.5938
*
```

Calculated values
orbital gap (spin up / spin down) = 0.259 / 0.259 Ha
HOMO (spin up / spin down) = -6.879 / -6.879 eV
energy above the lowest of the compared OMol25 structures with the same formula, charge and spin = 4.541 eV
F_max = 13.36 eV/A
energy = -996.46807 Eh

---

No. 2
5 unconnected molecules or ions with the total composition C16H20Br2O15 at a distorted geometry, computed with ωB97M-V/def2-TZVPD.

```
! wB97M-V def2-TZVPD RIJCOSX def2/J DEFGRID3
* xyz 0 1
Br -1.2343 1.0845 -1.6070
Br 1.1155 1.5255 0.7293
O 3.7897 1.4929 -6.9957
O 2.2051 1.3690 -3.5305
O 1.7395 3.0998 -2.1757
O -5.3247 -2.5592 4.3256
O 5.7817 2.5291 -7.1675
O -4.2223 -4.2698 5.2384
O 4.9670 2.0144 -5.1586
O 1.0907 3.1245 -4.3304
O 0.9499 -0.2102 4.6070
O -4.6002 -2.4108 6.4494
O -1.4823 -1.4427 -0.4277
O -1.2009 -0.8492 4.7457
O -3.1609 -2.5525 0.5252
O -0.5609 1.0754 5.6754
O -2.8297 -0.4518 1.1883
C -5.0424 -3.4696 3.2523
C -2.3166 -0.3994 5.5259
C 4.7569 1.9659 -6.4913
C -0.1594 -0.0110 4.9752
C -2.5384 -1.5246 0.4220
C 1.6867 2.5825 -3.2426
C 6.6288 3.1855 -6.2159
C 1.4346 2.3224 -5.4741
C 0.1484 -0.1065 0.5917
C 0.4543 -1.2540 1.5249
C -4.7341 -4.7520 3.9900
C 1.7471 0.9874 -4.8343
C 6.3158 2.4407 -4.9371
C -4.7074 -3.0215 5.4370
C -1.9928 1.0644 5.7272
C -0.7745 -0.2632 -0.3362
H -5.8958 -3.5570 2.5854
H 7.6718 3.1079 -6.5102
H 2.5097 0.4339 -5.3643
H -5.6256 -5.3523 4.1819
H -2.3775 1.6936 4.9222
H -0.3878 -1.5044 2.1594
H 6.3506 4.2394 -6.1658
H -3.2511 -0.5612 4.9954
H 0.6045 -2.1027 0.8637
H 0.8593 0.3597 -4.7248
H 6.9443 1.5597 -4.7988
H -2.3414 -0.9581 6.4619
H -3.9965 -5.3670 3.4817
H 6.3820 3.0657 -4.0509
H 0.6030 2.2695 -6.1726
H -2.3464 1.4506 6.6793
H 2.2819 2.7713 -5.9726
H -3.0813 0.3087 0.6511
H 1.3567 -1.0803 2.0844
H -4.1904 -3.0927 2.6875
*
```

Calculated values
orbital gap = 0.350 Ha
SMILES string = C/C(Br)=C(/Br)OC(=O)O.O=C1OCCO1.O=C1OCCO1.O=C1OCCO1.O=C1OCCO1
HOMO = -9.188 eV
F_max = 2.20 eV/A
energy = -6898.34106 Eh

---

No. 3
A molecular structure, C16H20ClF3O9SV, computed with ωB97M-V/def2-TZVPD.

```
! wB97M-V def2-TZVPD RIJCOSX def2/J DEFGRID3
* xyz 1 3
V 0.2469 0.8025 0.5324
Cl 2.2721 -4.6465 -3.6243
S 1.3748 2.5477 2.4680
F 3.5944 3.7614 1.8585
F 3.6713 2.5700 3.6691
F 3.6887 1.6013 1.7299
O -1.0357 -0.8847 -0.0251
O 1.0262 1.2291 2.9596
O -1.9494 -0.3718 -2.0484
O -1.6504 1.4574 1.2958
O 1.6323 -0.2810 0.2132
O -0.4742 -0.9021 2.1153
O 1.0355 2.5317 0.9836
O 0.9128 3.7086 3.1396
O -0.5215 1.8546 -1.1133
C 1.8026 -1.2995 -0.6673
C 1.3267 -3.5432 -1.3524
C -0.7704 0.0611 -2.7324
C -0.6071 1.5433 -2.5223
C -2.4112 2.1890 0.3133
C 2.6009 -1.1223 -1.7898
C -0.8037 -1.7805 1.0786
C -1.4208 2.8674 -0.5985
C 2.1050 -3.3564 -2.4850
C -2.4580 0.5379 2.0521
C 1.1696 -2.5210 -0.4243
C 0.3687 -2.7457 0.8355
C 2.7547 -2.1522 -2.7039
C -1.5495 -0.3394 2.8837
C -1.7425 -1.4068 -1.1761
C 3.2140 2.6269 2.4285
H -0.8832 -0.1301 -3.8016
H -3.0426 2.9219 0.8185
H -1.0495 0.2396 3.6548
H -2.1344 -1.1366 3.3473
H -0.0141 -3.7658 0.8339
H -3.1244 1.1026 2.7071
H -1.7390 -2.3102 1.2919
H -0.8133 3.5953 -0.0652
H 0.1040 -0.4901 -2.3794
H 3.3767 -2.0252 -3.5790
H 0.2983 1.9045 -3.0116
H -3.0624 -0.0433 1.3502
H -1.9356 3.3581 -1.4219
H 1.0212 -2.6504 1.7058
H -1.1452 -2.2142 -1.6082
H 3.1040 -0.1738 -1.9294
H -1.4684 2.0710 -2.9297
H -3.0298 1.4823 -0.2467
H -2.7155 -1.7702 -0.8406
H 0.8499 -4.5020 -1.1898
*
```

Calculated values
orbital gap (spin up / spin down) = 0.283 / 0.323 Ha
<S²> = 2.01
HOMO (spin up / spin down) = -11.533 / -11.545 eV
energy above the lowest of the compared OMol25 structures with the same formula, charge and spin = 0.289 eV
F_max = 0.11 eV/A
energy = -3400.67029 Eh

---

What is the formula in the second record?
C16H20Br2O15